Version P
The following is a DFT calculation (the ωB97M-V functional and the def2-TZVPD basis) of a cluster of 2 separate species, C12H12 in total.

XYZ file:
```
24
Properties=species:S:1:pos:R:3:nbo_charge:R:1
C 0.97 2.53 0.93 -0.232
C 1.04 1.73 1.95 -0.241
C 1.60 0.45 1.93 -0.198
C 2.45 0.05 0.84 -0.226
C 2.47 0.98 -0.35 -0.211
C 1.56 2.13 -0.30 -0.236
C -0.88 -0.32 -0.39 -0.234
C -0.30 -1.31 -1.09 -0.198
C -1.11 -2.44 -1.51 -0.205
C -2.45 -2.33 -1.13 -0.210
C -3.09 -1.25 -0.62 -0.241
C -2.25 -0.29 -0.22 -0.198
H 0.41 3.42 0.85 0.222
H 0.23 1.69 2.81 0.214
H 1.30 -0.12 3.02 0.231
H 3.11 -0.85 0.88 0.227
H 2.93 0.55 -1.29 0.228
H 1.85 2.94 -1.11 0.228
H -0.29 0.60 -0.02 0.231
H 0.77 -1.26 -1.53 0.208
H -0.56 -3.10 -2.05 0.213
H -3.08 -2.95 -1.65 0.198
H -4.10 -0.87 -0.85 0.228
H -2.54 0.42 0.63 0.202
```

Results
SMILES: c1ccccc1.c1ccccc1
Highest occupied orbital energy (eV): -9.0
Frontier orbital gap (eV): 9.90
Lowest unoccupied orbital energy (eV): 0.89
Spin multiplicity: 1



Version Q
The following is a DFT calculation (the ωB97M-V functional and the def2-TZVPD basis) of a structure of composition C12H12.

XYZ file:
```
24
Properties=species:S:1:pos:R:3:nbo_charge:R:1
C 3.74 -0.32 -1.21 -0.645
C 2.30 -0.44 -0.67 -0.114
C 1.89 -1.83 -0.42 -0.224
C 0.66 -2.13 0.12 -0.139
C -0.38 -1.05 0.21 -0.119
C -1.65 -1.38 0.65 -0.156
C -2.52 -0.24 0.91 -0.156
C -2.06 1.13 0.60 -0.056
C -3.16 2.23 0.75 -0.594
C -0.86 1.34 0.01 -0.176
C 0.05 0.23 -0.02 -0.072
C 1.39 0.41 -0.57 -0.096
H 3.76 -0.94 -2.47 0.269
H 4.36 -0.60 -0.17 0.253
H 3.92 1.06 -1.13 0.210
H 2.34 -2.66 -0.49 0.198
H 0.16 -3.31 0.28 0.206
H -1.66 -2.62 1.03 0.224
H -3.36 -0.32 1.24 0.169
H -3.33 2.92 -0.12 0.229
H -2.88 2.80 1.69 0.224
H -4.46 1.62 0.90 0.182
H -0.18 2.39 -0.10 0.228
H 1.93 1.69 -1.03 0.156
```

Results
Highest occupied orbital energy (eV): -8.5
Frontier orbital gap (eV): 9.22
Lowest unoccupied orbital energy (eV): 0.70
Spin multiplicity: 1



The least stable of them is version Q.



Version P
The following is a DFT calculation (the ωB97M-V functional and the def2-TZVPD basis) of an isolated molecule of C3H4N2OS.

XYZ file:
```
11
Properties=species:S:1:pos:R:3:nbo_charge:R:1
C 2.57 0.92 -0.53 0.646
C -0.95 -0.47 0.45 0.384
C -2.42 -0.76 0.25 -0.714
N 3.63 1.43 -0.48 -0.684
N 1.44 0.66 -0.17 -0.672
O -0.47 -0.64 1.52 -0.524
S -0.03 0.21 -0.91 0.422
H -2.61 -0.90 -0.92 0.216
H -2.83 -1.68 0.69 0.256
H -2.90 0.24 0.54 0.255
H 4.56 0.98 -0.45 0.414
```

Results
SMILES: CC(=O)SN=C=N
Highest occupied orbital energy (eV): -9.1
Frontier orbital gap (eV): 9.68
Lowest unoccupied orbital energy (eV): 0.62
Spin multiplicity: 1



Version Q
The following is a DFT calculation (the ωB97M-V functional and the def2-TZVPD basis) of an isolated molecule of C3H4N2OS.

XYZ file:
```
11
Properties=species:S:1:pos:R:3:nbo_charge:R:1
C -0.36 -0.30 -0.22 0.119
C 0.78 0.43 0.25 -0.020
C -1.65 0.34 -0.20 -0.663
N -0.07 -1.53 -0.42 -0.042
N 1.80 -0.45 0.19 -0.234
O 1.37 -1.63 -0.29 -0.184
S 1.04 1.96 0.73 -0.158
H -2.25 -0.24 -0.89 0.242
H -1.28 1.44 -0.52 0.264
H -2.07 0.39 0.83 0.255
H 2.69 -0.44 0.56 0.421
```

Results
SMILES: Cc1no[nH]c1=S
Highest occupied orbital energy (eV): -8.7
Frontier orbital gap (eV): 8.43
Lowest unoccupied orbital energy (eV): -0.24
Spin multiplicity: 1



The least stable of them is version Q.



Version P
The following is a DFT calculation (the ωB97M-V functional and the def2-TZVPD basis) of an isolated molecule of C3H4N2OS.

XYZ file:
```
11
Properties=species:S:1:pos:R:3:nbo_charge:R:1
C -0.57 1.68 1.00 0.257
C 0.92 -0.14 0.12 0.677
C -0.44 0.32 0.62 -0.558
N -0.69 2.79 1.21 -0.264
N 0.82 -1.24 -0.73 -0.843
O 1.97 0.39 0.43 -0.552
S -1.76 -0.08 -0.52 0.033
H -0.92 -0.33 1.47 0.297
H 0.03 -1.67 -1.10 0.411
H 1.72 -1.73 -0.82 0.410
H -1.07 0.00 -1.69 0.132
```

Results
SMILES: N#C[C@@H](S)C(N)=O
Highest occupied orbital energy (eV): -10.2
Frontier orbital gap (eV): 10.47
Lowest unoccupied orbital energy (eV): 0.23
Spin multiplicity: 1



Version Q
The following is a DFT calculation (the ωB97M-V functional and the def2-TZVPD basis) of a cluster of 2 separate species, C3H4N2OS in total.

XYZ file:
```
11
Properties=species:S:1:pos:R:3:nbo_charge:R:1
C -0.77 -0.68 -0.38 0.318
C 0.32 -1.63 1.77 -0.330
C -0.21 -1.19 0.66 -0.193
N -1.43 -0.37 -1.35 -0.584
N -0.02 1.81 -1.40 -1.087
O 1.87 1.75 0.16 -0.886
S 0.41 1.74 0.03 1.501
H 1.01 -1.08 2.51 0.228
H -0.14 -2.58 2.11 0.214
H -1.39 0.51 -1.79 0.405
H 0.35 1.72 -2.31 0.414
```

Results
Highest occupied orbital energy (eV): -8.7
Frontier orbital gap (eV): 8.32
Lowest unoccupied orbital energy (eV): -0.42
Spin multiplicity: 1



Version R
The following is a DFT calculation (the ωB97M-V functional and the def2-TZVPD basis) of an isolated molecule of C3H4N2OS.

XYZ file:
```
11
Properties=species:S:1:pos:R:3:nbo_charge:R:1
C 0.90 0.05 0.66 0.079
C 0.38 -1.09 -0.22 -0.152
C -1.35 0.42 -0.88 0.367
H 0.10 -1.90 0.49 0.216
H 1.19 -1.51 -0.82 0.227
H -2.28 0.54 -1.42 0.192
H 0.46 1.90 1.15 0.410
N -0.99 1.37 -0.15 -0.304
N 0.14 1.15 0.61 -0.415
O -0.73 -0.79 -1.08 -0.484
S 2.18 -0.13 1.68 -0.136
```

Results
SMILES: S=C1COC=NN1
Highest occupied orbital energy (eV): -8.9
Frontier orbital gap (eV): 9.08
Lowest unoccupied orbital energy (eV): 0.19
Spin multiplicity: 1



Version S
The following is a DFT calculation (the ωB97M-V functional and the def2-TZVPD basis) of a cluster of 2 separate species, C3H4N2OS in total.

XYZ file:
```
11
Properties=species:S:1:pos:R:3:nbo_charge:R:1
C 0.98 0.29 1.08 0.429
C -0.77 -1.18 -1.18 0.843
C -0.27 0.33 0.89 -0.616
N 2.20 0.24 1.22 -0.617
N -0.09 -0.81 -2.09 -0.750
O -1.51 -1.93 -0.60 -0.541
S -1.02 1.71 0.08 -0.001
H -1.04 -0.36 1.11 0.280
H 2.84 -0.18 0.54 0.393
H 0.62 -0.01 -2.19 0.432
H -1.94 1.91 1.15 0.147
```

Results
SMILES: N=C=CS.N=C=O
Highest occupied orbital energy (eV): -9.0
Frontier orbital gap (eV): 9.37
Lowest unoccupied orbital energy (eV): 0.40
Spin multiplicity: 1



The least stable of them is version Q.



Version P
The following is a DFT calculation (the ωB97M-V functional and the def2-TZVPD basis) of an isolated molecule of C3H4N2OS.

XYZ file:
```
11
Properties=species:S:1:pos:R:3:nbo_charge:R:1
C 2.56 -0.40 -0.02 0.259
C 0.36 -1.18 0.11 0.679
C 1.32 -0.04 0.68 -0.513
N 3.42 -0.43 -0.77 -0.284
N -0.45 -0.71 -0.85 -0.863
O 0.39 -2.29 0.60 -0.594
S 0.80 1.64 0.16 0.034
H 1.39 0.03 1.72 0.273
H -0.44 0.32 -0.83 0.416
H -1.06 -1.55 -1.03 0.440
H 1.14 1.31 -1.13 0.152
```

Results
SMILES: N#C[C@@H](S)C(N)=O
Highest occupied orbital energy (eV): -10.0
Frontier orbital gap (eV): 10.32
Lowest unoccupied orbital energy (eV): 0.31
Spin multiplicity: 1



Version Q
The following is a DFT calculation (the ωB97M-V functional and the def2-TZVPD basis) of a cluster of 2 separate species, C3H4N2OS in total.

XYZ file:
```
11
Properties=species:S:1:pos:R:3:nbo_charge:R:1
C -0.02 1.97 1.08 -0.600
C -0.89 1.37 0.10 0.153
C 0.73 1.00 1.42 0.743
N -1.34 0.29 -0.03 -0.001
N -1.63 -0.83 -0.41 -0.504
O 1.33 0.04 1.57 -0.425
S 1.39 -2.41 -1.83 -0.264
H -0.08 2.94 1.37 0.263
H 2.12 -1.51 -1.12 0.141
H -2.33 -1.45 -0.04 0.371
H 0.72 -1.40 -2.12 0.122
```

Results
Highest occupied orbital energy (eV): -8.8
Frontier orbital gap (eV): 9.05
Lowest unoccupied orbital energy (eV): 0.27
Spin multiplicity: 1



Version R
The following is a DFT calculation (the ωB97M-V functional and the def2-TZVPD basis) of an isolated molecule of C3H4N2OS.

XYZ file:
```
11
Properties=species:S:1:pos:R:3:nbo_charge:R:1
C -0.59 -0.07 -0.07 0.393
C 1.54 1.18 0.10 -0.289
C 2.13 -0.19 0.04 0.039
H -0.52 1.87 -0.31 0.432
H 1.90 1.87 -0.72 0.228
H 1.71 1.61 1.08 0.218
H 3.20 -0.29 0.08 0.219
N 0.08 1.10 -0.14 -0.611
N 1.45 -1.25 -0.06 -0.080
O 0.05 -1.22 0.00 -0.332
S -2.25 0.01 0.05 -0.216
```

Results
SMILES: S=C1NCC=NO1
Highest occupied orbital energy (eV): -8.5
Frontier orbital gap (eV): 8.85
Lowest unoccupied orbital energy (eV): 0.35
Spin multiplicity: 1



The least stable of them is version Q.